Version 1
Entry from the Open Molecules 2025 dataset: H22HeO11 as an isolated structure (the ωB97M-V functional and the def2-TZVPD basis).

Net charge: 0
LUMO in eV: -0.13

Geometry (Å):
He (-0.6260, -0.1669, 0.2582)
O (-0.8848, -3.0577, -0.8665)
H (-0.2030, -2.4042, -1.0229)
H (-1.4457, -2.6640, -0.1982)
O (3.3742, 1.7862, 0.4893)
H (3.9326, 1.0145, 0.5836)
H (2.5440, 1.4428, 0.1589)
O (2.0418, -1.8808, -3.3874)
H (1.6202, -1.7913, -2.5327)
H (2.5807, -2.6679, -3.3079)
O (2.4498, -1.4207, 1.9973)
H (3.3710, -1.2379, 2.1822)
H (2.0630, -1.5959, 2.8551)
O (-2.3374, -1.9982, 1.7510)
H (-3.2542, -1.7705, 1.9053)
H (-1.8453, -1.2419, 2.0705)
O (1.4420, -1.3225, -0.6033)
H (1.8689, -1.2511, 0.2504)
H (1.1567, -0.4311, -0.8042)
O (-1.8683, 0.1661, -2.4567)
H (-1.6769, 0.3328, -3.3796)
H (-2.3729, -0.6473, -2.4594)
O (-1.3683, 0.5385, 2.7721)
H (-0.6394, 0.8778, 3.2916)
H (-2.1393, 0.9881, 3.1181)
O (-2.4481, 1.7406, -0.2029)
H (-2.1185, 1.3188, -0.9963)
H (-2.1561, 1.1725, 0.5100)
O (0.9623, 1.2973, -0.8158)
H (0.8604, 1.3786, -1.7641)
H (0.1364, 1.6220, -0.4570)
O (-0.6328, 3.8472, 0.3301)
H (-0.9744, 4.7179, 0.5335)
H (-1.4127, 3.3083, 0.1975)

Version 2
Entry from the Open Molecules 2025 dataset: H22HeO11 as an isolated structure (the ωB97M-V functional and the def2-TZVPD basis).

Net charge: 0
LUMO in eV: -0.58

Geometry (Å):
He (0.0797, -0.3625, -0.4346)
O (-0.9713, -0.8488, 2.5800)
H (-0.2201, -0.9189, 1.9908)
H (-1.7310, -0.8239, 1.9982)
O (-2.9740, -1.1092, 0.5812)
H (-2.6846, -0.8754, -0.3008)
H (-3.7182, -0.5316, 0.7506)
O (-2.2873, 2.1382, -0.8968)
H (-2.9679, 1.6437, -1.3533)
H (-2.7651, 2.8049, -0.4033)
O (-2.6457, -1.3401, -2.6005)
H (-3.5859, -1.5048, -2.5299)
H (-2.5638, -0.7253, -3.3296)
O (1.7119, -2.0970, 2.0765)
H (1.4748, -2.8795, 1.5789)
H (2.4537, -1.7249, 1.5995)
O (0.4484, -2.5243, -2.5579)
H (-0.2152, -1.9423, -2.9282)
H (-0.0506, -3.1682, -2.0554)
O (-1.2751, 1.9190, 2.6204)
H (-0.5858, 2.2789, 3.1785)
H (-1.0651, 0.9878, 2.5498)
O (2.2868, 1.0352, -0.5974)
H (1.5548, 1.6479, -0.5258)
H (2.6516, 1.1977, -1.4673)
O (0.1851, 3.4057, 0.0542)
H (0.5682, 3.8327, -0.7120)
H (-0.6276, 3.0168, -0.2692)
O (3.3256, -2.4218, -1.3567)
H (3.5634, -2.2388, -0.4478)
H (2.4425, -2.0645, -1.4504)
O (3.7620, 1.5333, 1.5395)
H (3.1353, 1.4672, 0.8190)
H (3.2906, 1.1927, 2.2997)

Of them, the most stable is version 1 and the least stable is version 2.

Version 1
Entry from the Open Molecules 2025 dataset: a 3-piece molecular cluster, C2H10NO2S overall (the ωB97M-V functional and the def2-TZVPD basis).

Net charge: -1
LUMO in eV: 3.78

Geometry (Å):
C (0.4387, 0.2557, 0.9521)
C (-0.6501, -0.5849, 1.5493)
S (-1.8121, 0.5161, 2.4960)
N (0.0367, 1.1274, -0.0958)
H (0.7935, 0.6992, 1.8332)
H (1.3190, -0.3865, 0.6659)
H (-1.2164, -1.1170, 0.6796)
H (-0.2050, -1.4316, 2.2201)
H (-1.0671, 1.0003, -0.2212)
H (-0.1146, 2.0793, 0.4077)
H (1.3878, 0.5318, -2.5514)
H (0.3679, 1.6018, -2.5616)
O (1.2722, 1.4964, -2.7614)
H (-0.1710, -1.1648, -0.9943)
H (-0.3429, -2.5090, -0.3782)
O (-0.0365, -2.1141, -1.2401)

Version 2
Entry from the Open Molecules 2025 dataset: a 3-piece molecular cluster, C2H10NO2S overall (the ωB97M-V functional and the def2-TZVPD basis).

Net charge: -1
LUMO in eV: 3.72

Geometry (Å):
C (-0.3747, -0.0088, -0.2485)
C (-0.0043, -1.4571, -0.6067)
S (-0.0362, -1.7470, -2.4037)
N (0.4650, 0.9760, -0.9606)
H (-1.4078, 0.1529, -0.5625)
H (-0.2810, 0.1683, 0.8286)
H (0.9888, -1.6773, -0.1847)
H (-0.7032, -2.1325, -0.1023)
H (1.4242, 0.7560, -0.6837)
H (0.4316, 0.6415, -1.9304)
H (0.2088, 2.7440, -0.6042)
H (-0.9061, 3.4756, 0.1707)
O (-0.0492, 3.6266, -0.2528)
H (0.6895, -1.3924, 2.3230)
H (-0.5474, -2.2585, 2.3026)
O (0.1018, -1.8671, 2.9152)

Of them, the most stable is version 2 and the least stable is version 1.